1.
Density functional theory data (ωB97M-V/def2-TZVPD) for a cluster of 2 separate species, C3H10S2 in total in a non-equilibrium geometry.

Geometry (Å):
C 1.9441 -1.7280 0.4387
S 1.9907 0.0621 0.1514
S 1.8965 0.7746 2.0936
H 1.3978 -2.2295 -0.3609
H 1.4195 -1.9032 1.3716
H 2.9437 -2.1183 0.5544
H 0.5771 1.0003 2.0829
C -1.6033 0.9364 -0.0429
C -1.4590 0.5547 -1.5061
H -1.0522 1.8630 0.1328
H -1.0854 0.2448 0.6066
H -2.6404 1.1774 0.1884
H -0.4943 0.1338 -1.7478
H -2.2145 -0.1815 -1.8084
H -1.6204 1.4136 -2.1542

## Properties
F_max	1.29	eV/A
2S+1	1
ΔE to the lowest compared entry with this formula, charge and spin	5.20	kcal/mol
Kohn-Sham gap	9.699	eV
HOMO	-9.16	eV
calculated total energy	-916.655667	Eh
LUMO	0.5	eV

=====

2.
Density functional theory data (ωB97M-V/def2-TZVPD) for a cluster of 2 separate species, C3H10S2 in total in a non-equilibrium geometry.

Geometry (Å):
C -1.2467 -0.8286 -2.1073
C -0.7265 -0.6090 -0.6829
S -2.1334 0.2348 0.1958
H -1.8408 -1.6974 -2.2242
H -1.7463 0.0766 -2.4077
H -0.4175 -0.9072 -2.7716
H 0.0831 0.2223 -0.5542
H -0.4876 -1.5200 -0.2006
H -3.0896 -0.8068 0.3206
C 1.7032 0.5698 1.9613
S 2.8419 1.3644 0.7522
H 2.2861 -0.0474 2.6487
H 1.0028 -0.1243 1.4517
H 1.2236 1.4176 2.5533
H 2.5476 2.6549 1.0648

## Properties
F_max	2.68	eV/A
2S+1	1
ΔE to the lowest compared entry with this formula, charge and spin	20.79	kcal/mol
Kohn-Sham gap	9.775	eV
HOMO	-8.95	eV
calculated total energy	-916.630810	Eh
LUMO	0.8	eV

=====

3.
Density functional theory data (ωB97M-V/def2-TZVPD) for a cluster of 2 separate species, C3H10S2 in total in a non-equilibrium geometry.

Geometry (Å):
C -1.5144 -1.4634 -2.6463
S -1.6069 -1.8065 -0.7877
H -0.8704 -2.2333 -2.9003
H -1.1813 -0.4065 -2.9449
H -2.5049 -1.4988 -3.0142
H -0.6902 -0.9329 -0.5915
C -0.0997 1.9614 1.6081
S 1.4434 0.9152 1.5848
C 2.0324 1.0770 -0.1070
H 0.0761 3.0017 1.9406
H -0.5424 1.9660 0.6711
H -0.8420 1.4477 2.2792
H 3.1226 0.8360 -0.0339
H 2.0893 2.0873 -0.4024
H 1.4487 0.5428 -0.8864

## Properties
F_max	2.96	eV/A
2S+1	2
ΔE to the lowest compared entry with this formula, charge and spin	27.59	kcal/mol
⟨S²⟩	0.75
total charge	+1
Kohn-Sham gap (alpha / beta)	8.487 / 3.377	eV
HOMO (alpha / beta)	-12.13 / -12.13	eV
calculated total energy	-916.300960	Eh
LUMO (alpha / beta)	-3.6 / -8.8	eV

=====

4.
Density functional theory data (ωB97M-V/def2-TZVPD) for a cluster of 2 separate species, C3H10S3 in total in a non-equilibrium geometry.

Geometry (Å):
C 1.0693 -0.2170 -2.0951
C 1.7610 0.5937 -1.0170
S 2.8591 -0.3898 0.0514
H 0.4333 -1.0278 -1.7363
H 0.4454 0.4420 -2.6961
H 1.8200 -0.7066 -2.7192
H 1.0438 1.1068 -0.3676
H 2.1860 1.4817 -1.4992
H 3.2193 -1.2683 -0.8698
C -3.1479 0.1078 1.7174
S -1.8063 -0.9338 2.4921
S -0.1175 0.1360 2.4224
H -3.3492 0.8893 2.4567
H -2.8576 0.6382 0.8198
H -3.9857 -0.5781 1.7732
H 0.4269 -0.2740 1.2670

## Properties
F_max	2.32	eV/A
2S+1	1
ΔE to the lowest compared entry with this formula, charge and spin	8.92	kcal/mol
Kohn-Sham gap	9.694	eV
HOMO	-8.93	eV
calculated total energy	-1314.833886	Eh
LUMO	0.8	eV

=====

5.
Density functional theory data (ωB97M-V/def2-TZVPD) for a cluster of 2 separate species, C3H10S3 in total in a non-equilibrium geometry.

Geometry (Å):
C 2.8854 2.9984 0.1006
C 1.7674 3.7762 -0.5672
S 0.7995 2.7650 -1.7777
H 3.3390 2.2196 -0.4118
H 2.6645 2.2668 0.8476
H 3.5561 3.7386 0.6695
H 1.1738 4.0681 0.1438
H 2.2340 4.6822 -1.0424
H -0.3249 3.5786 -2.2926
C -1.7884 -4.0653 0.5854
S -2.9823 -3.9386 1.8119
S -4.6317 -4.8811 1.1789
H -2.1186 -3.5042 -0.3038
H -1.4760 -5.0877 0.1017
H -0.8341 -3.7382 1.0960
H -4.2637 -4.8784 -0.1397

## Properties
F_max	5.57	eV/A
2S+1	1
ΔE to the lowest compared entry with this formula, charge and spin	50.57	kcal/mol
Kohn-Sham gap	8.688	eV
HOMO	-7.99	eV
calculated total energy	-1314.767528	Eh
LUMO	0.7	eV

=====

6.
Density functional theory data (ωB97M-V/def2-TZVPD) for a cluster of 2 separate species, C3H10S3 in total in a non-equilibrium geometry.

Geometry (Å):
C 1.3797 -0.5686 -1.4342
S 0.4315 0.9481 -1.8004
C 0.8226 1.9279 -0.2495
H 2.4700 -0.5067 -1.4974
H 1.1709 -0.8093 -0.3924
H 0.9896 -1.3739 -2.0389
H -0.0661 2.5211 -0.0796
H 1.6079 2.5397 -0.6880
H 0.9526 1.1609 0.5138
C -2.0293 -1.1329 0.3262
S -1.7285 0.1208 1.6187
S -0.1283 -0.9330 2.5692
H -2.7581 -0.6028 -0.2802
H -1.0867 -1.4996 -0.0660
H -2.6656 -1.9325 0.6921
H 0.6378 0.1409 2.8066

## Properties
F_max	2.51	eV/A
2S+1	1
ΔE to the lowest compared entry with this formula, charge and spin	18.21	kcal/mol
Kohn-Sham gap	8.646	eV
HOMO	-8.38	eV
calculated total energy	-1314.819090	Eh
LUMO	0.3	eV

=====

7.
Density functional theory data (ωB97M-V/def2-TZVPD) for a cluster of 2 separate species, C3H10SSi in total in a non-equilibrium geometry.

Geometry (Å):
Si 3.7022 0.9948 0.4523
S 2.9491 -0.8308 -0.5255
H 2.6725 1.9961 0.1503
H 5.0248 1.5480 0.1747
H 3.4743 0.7227 1.9060
H 2.6913 -0.1154 -1.5575
C -3.4478 -0.0195 0.0711
C -2.2355 -0.0197 -0.4452
C -1.1047 1.0076 -0.3561
H -3.8295 0.7040 0.7228
H -4.1670 -0.8225 0.0158
H -1.8255 -0.9126 -1.0608
H -1.0669 1.4294 -1.3099
H -0.1845 0.5691 -0.2722
H -1.3610 1.6698 0.4387

## Properties
F_max	3.73	eV/A
2S+1	1
ΔE to the lowest compared entry with this formula, charge and spin	15.91	kcal/mol
Kohn-Sham gap	10.296	eV
HOMO	-9.65	eV
calculated total energy	-807.919117	Eh
LUMO	0.6	eV

=====

8.
Density functional theory data (ωB97M-V/def2-TZVPD) for a structure of composition C3H11AlBrIO in a non-equilibrium geometry.

Geometry (Å):
C 0.3121 1.8291 1.2378
C -0.4639 0.5850 0.7560
I -2.5314 0.8567 1.4229
C 0.0938 -0.7063 1.3663
Al 0.4939 -2.1595 0.0090
Br -0.2375 -4.2562 0.9656
H -0.1574 2.2055 2.1380
H 1.3377 1.5384 1.4430
H 0.2790 2.6397 0.5082
H -0.5117 0.5607 -0.3296
H 1.0140 -0.5008 1.9066
H -0.6324 -1.1232 2.0540
H 2.0692 -2.3427 -0.2667
H -0.3324 -1.9015 -1.3706
O -0.2579 0.6056 -2.7960
H -1.0346 0.9580 -3.2746
H 0.3423 1.3121 -2.4812
H 0.2173 -0.1006 -3.2886

## Properties
F_max	1.28	eV/A
2S+1	1
Kohn-Sham gap	5.353	eV
HOMO	-7.96	eV
calculated total energy	-3310.173425	Eh
LUMO	-2.6	eV